{
  "formula": "C21H17BF2N5O3SSr",
  "method": "the ωB97M-V functional and the def2-TZVPD basis",
  "symbols": ["Sr", "N", "C", "S", "N", "N", "C", "C", "C", "C", "C", "C", "C", "O", "H", "H", "H", "H", "H", "H", "H", "O", "C", "O", "C", "C", "C", "C", "C", "C", "N", "C", "C", "C", "C", "C", "C", "N", "H", "H", "H", "H", "H", "H", "H", "H", "H", "H", "F", "B", "F"],
  "positions_angstrom": [[-0.82, 0.23, -1.03], [1.13, 4.11, -2.94], [0.90, 2.90, -2.31], [-0.46, 3.09, -1.04], [1.52, 1.86, -2.64], [1.21, 0.60, -2.19], [2.11, -0.29, -2.49], [2.06, -1.68, -2.19], [3.20, -2.46, -2.49], [3.26, -3.80, -2.22], [2.16, -4.43, -1.63], [1.02, -3.72, -1.33], [0.92, -2.33, -1.59], [-0.16, -1.70, -1.32], [1.11, 4.91, -2.33], [1.95, 4.08, -3.53], [3.01, 0.06, -2.99], [4.05, -1.96, -2.94], [4.16, -4.37, -2.46], [2.20, -5.49, -1.41], [0.16, -4.20, -0.88], [3.62, 3.43, 4.29], [2.58, 2.71, 4.82], [2.47, 2.69, 6.02], [1.70, 2.03, 3.88], [0.55, 1.39, 4.39], [-0.35, 0.75, 3.58], [-0.18, 0.70, 2.16], [1.02, 1.32, 1.67], [1.90, 1.96, 2.48], [-1.01, 0.16, 1.27], [-2.12, -0.58, 1.63], [-3.02, -1.05, 0.70], [-4.06, -1.96, 1.10], [-4.94, -2.46, 0.19], [-4.83, -2.06, -1.18], [-3.82, -1.19, -1.51], [-2.93, -0.67, -0.64], [3.58, 3.39, 3.33], [0.40, 1.42, 5.46], [-1.22, 0.28, 4.03], [1.21, 1.24, 0.60], [2.79, 2.39, 2.02], [-2.28, -0.86, 2.66], [-4.11, -2.26, 2.14], [-5.71, -3.16, 0.48], [-5.52, -2.42, -1.93], [-3.70, -0.87, -2.54], [-1.75, 2.33, -3.33], [-1.86, 2.83, -2.10], [-3.09, 3.12, -1.72]],
  "energy_ha": -1963.64897,
  "homo_ev": -2.0,
  "charge": -1
}